[1]
Here is the ion C6H8N with charge +1 at a distorted geometry from the OMol25 dataset. Energies are from ωB97M-V/def2-TZVPD.

Structure (XYZ):
```
15
Properties=species:S:1:pos:R:3:mulliken_charge:R:1
C 2.99608 0.28278 0.16780 -1.0545
C 1.86767 -0.48111 -0.38883 0.1388
N 0.67485 -0.36009 0.00923 -0.0013
C -0.52091 -0.29586 0.18629 0.5081
C -1.90758 0.85894 -0.20514 -0.2169
C -2.77870 -0.27968 -0.44372 -0.5054
C -1.81831 -0.32926 0.74940 -0.5131
H 3.13307 0.05454 1.22686 0.3319
H 3.91312 0.05981 -0.36879 0.3216
H 2.79891 1.35335 0.10714 0.3384
H 2.05094 -1.20552 -1.17613 0.4170
H -1.85255 1.91958 -0.16344 0.3748
H -3.82402 -0.12660 -0.18997 0.2579
H -2.63616 -0.94407 -1.28405 0.2121
H -2.09640 -0.50682 1.77334 0.3905
```

ΔE to the lowest compared entry with this formula, charge and spin in kJ/mol: 510.99
Maximum force in eV/A: 4.77
Structure (SMILES): CC=[N+]=C1[C@H]2C[C@@H]12
Charge: +1
Lowest unoccupied orbital energy in hartree: -0.1843
E_HOMO in eV: -13.80
E in a.u.: -287.76161
HOMO-LUMO gap in eV: 8.8

[2]
Here is the ion C6H8N with charge +1 at a distorted geometry from the OMol25 dataset. Energies are from ωB97M-V/def2-TZVPD.

Structure (XYZ):
```
15
Properties=species:S:1:pos:R:3:mulliken_charge:R:1
C 0.64457 0.96359 0.46687 -0.3939
C -0.36888 0.86052 -0.43023 -0.3855
C -1.71086 0.38359 -0.12260 -0.3518
C -1.27460 -1.00613 0.35631 -0.0158
N -0.15628 -1.49488 -0.05600 -0.1072
C 1.02532 -1.17202 -0.34959 -0.1119
C 1.79945 0.03656 0.17250 -0.2310
H 0.41446 1.28097 1.53687 0.2866
H -0.06657 0.68914 -1.46086 0.3821
H -2.45114 0.42706 -1.00885 0.3126
H -2.19358 0.84416 0.84151 0.2952
H -2.06420 -1.75428 0.91572 0.3659
H 1.44490 -1.61320 -1.28702 0.3235
H 2.25746 -0.00900 1.11185 0.2983
H 2.50452 0.45644 -0.57734 0.3328
```

ΔE to the lowest compared entry with this formula, charge and spin in kJ/mol: 494.33
Maximum force in eV/A: 3.59
Structure (SMILES): C1=CCC=[N+]=CC1
Charge: +1
Lowest unoccupied orbital energy (alpha / beta) in hartree: -0.2069 / -0.2069
E_HOMO (alpha / beta) in eV: -13.91 / -13.91
E in a.u.: -287.76796
HOMO-LUMO gap (alpha / beta) in eV: 8.3 / 8.3

[3]
Here is the ion C6H8N with charge +1 at a distorted geometry from the OMol25 dataset. Energies are from ωB97M-V/def2-TZVPD.

Structure (XYZ):
```
15
Properties=species:S:1:pos:R:3:mulliken_charge:R:1
C 0.70810 -1.41543 -0.06616 0.2150
C 1.67571 -0.60695 -0.46904 -0.8609
C 1.54709 0.58883 0.36551 -0.0509
C 0.38153 1.25200 0.33331 -0.4701
N -0.73354 0.74476 -0.48369 -0.2033
C -1.52521 -0.44361 0.05117 -0.4002
C -0.52821 -1.49164 0.39679 -0.4424
H 2.41166 -0.98574 -1.13903 0.3738
H 2.44630 0.98337 0.88690 0.4022
H 0.11505 2.23385 0.88749 0.3508
H -0.04902 0.41403 -1.26736 0.4993
H -1.34019 1.53361 -0.81099 0.3974
H -2.15606 -0.60634 -0.71767 0.3723
H -2.21284 -0.05222 0.94526 0.3090
H -0.74036 -2.14852 1.08751 0.5081
```

ΔE to the lowest compared entry with this formula, charge and spin in kJ/mol: 473.88
Maximum force in eV/A: 5.13
Structure (SMILES): C1=CC=C[NH2+]CC=1
Charge: +1
Lowest unoccupied orbital energy in hartree: -0.1622
E_HOMO in eV: -13.97
E in a.u.: -287.77575
HOMO-LUMO gap in eV: 9.6

[4]
Here is a cluster of 2 separate species, C6H8N in total at a distorted geometry from the OMol25 dataset. Energies are from ωB97M-V/def2-TZVPD.

Structure (XYZ):
```
15
Properties=species:S:1:pos:R:3:mulliken_charge:R:1
C 1.88467 0.56544 0.05310 -0.2609
C -0.09821 -1.69382 0.26381 -0.0669
C -1.12827 -2.22840 -0.22072 -0.5575
C -0.29598 -0.22218 0.17742 0.6113
C 3.14437 0.24493 0.02906 -0.3644
C -2.35994 1.21657 -0.02758 -0.7427
N -1.01782 0.76927 0.29429 -0.2091
H 1.36370 1.32181 -0.58593 0.2594
H 0.85461 -1.88821 0.74621 0.3639
H -1.95280 -2.71079 -0.63126 0.4587
H 3.82183 0.76244 -0.66130 0.2430
H 3.68980 -0.45981 0.64767 0.2829
H -2.56671 2.00741 0.80348 0.3063
H -2.15200 1.83451 -0.86450 0.3523
H -3.18726 0.48081 -0.02376 0.3238
```

ΔE to the lowest compared entry with this formula, charge and spin in kJ/mol: 933.97
Maximum force in eV/A: 6.20
Charge: +1
Lowest unoccupied orbital energy (alpha / beta) in hartree: -0.2171 / -0.2297
E_HOMO (alpha / beta) in eV: -13.77 / -13.88
E in a.u.: -287.60051
HOMO-LUMO gap (alpha / beta) in eV: 7.9 / 7.6

[5]
Here is a structure of composition C6H8N at a distorted geometry from the OMol25 dataset. Energies are from ωB97M-V/def2-TZVPD.

Structure (XYZ):
```
15
Properties=species:S:1:pos:R:3:mulliken_charge:R:1
C -2.01309 0.96655 -0.03462 0.0231
C -3.03912 0.29427 0.09642 -0.3771
C -0.53982 0.86065 0.00594 0.9581
C -2.39774 -1.00631 0.06650 0.1056
C 0.36792 1.98192 -0.01644 -1.2878
C 0.94676 -1.12942 -0.05985 -1.0192
N -0.28529 -0.38747 -0.08537 -0.3011
H -2.23402 -1.40882 1.11269 0.3224
H -2.62747 -1.43374 -1.00101 0.3258
H -0.18010 2.87608 0.31416 0.3739
H 0.67956 2.18434 -1.11367 0.3400
H 1.30677 1.64076 0.34372 0.4102
H 0.83447 -2.19060 -0.14326 0.3085
H 1.47199 -0.91559 0.78642 0.4522
H 1.66625 -0.84834 -0.83060 0.3652
```

ΔE to the lowest compared entry with this formula, charge and spin in kJ/mol: 728.46
Maximum force in eV/A: 3.13
Charge: +1
Lowest unoccupied orbital energy in hartree: -0.1979
E_HOMO in eV: -15.08
E in a.u.: -287.67878
HOMO-LUMO gap in eV: 9.7

[6]
Here is a cluster of 2 separate species, C6H8N in total at a distorted geometry from the OMol25 dataset. Energies are from ωB97M-V/def2-TZVPD.

Structure (XYZ):
```
15
Properties=species:S:1:pos:R:3:lowdin_spin:R:1
C -1.64958 1.96387 -0.40990 0.7738
C 0.50173 -1.48047 0.73952 0.0048
C 0.09332 2.09747 -1.75630 0.1486
C -1.07455 1.18971 -1.42504 0.4093
C -0.27018 2.10309 -0.31375 0.4201
C 0.78583 -2.53456 1.68006 -0.0001
N 0.32460 -0.45853 0.24037 0.0770
H 1.61331 -3.10396 1.21377 -0.0002
H 0.96605 1.52462 -2.03740 0.0317
H 0.04044 3.03587 -2.24411 0.0612
H -1.34837 0.16051 -1.60134 0.0095
H 0.47001 1.80470 0.52755 0.0106
H -0.07388 -3.28631 2.03096 0.0004
H 0.94717 -2.13804 2.69419 -0.0002
H -2.49917 2.07620 0.18224 0.0536
```

ΔE to the lowest compared entry with this formula, charge and spin in kJ/mol: 346.26
Maximum force in eV/A: 6.93
Expectation value of S²: 2.009
Charge: +1
Lowest unoccupied orbital energy (alpha / beta) in hartree: -0.1314 / -0.3277
E_HOMO (alpha / beta) in eV: -11.77 / -15.56
Multiplicity: 3
E in a.u.: -287.61534
HOMO-LUMO gap (alpha / beta) in eV: 8.2 / 6.6

[7]
Here is a structure of composition C6H8N2 at a distorted geometry from the OMol25 dataset. Energies are from ωB97M-V/def2-TZVPD.

Structure (XYZ):
```
16
Properties=species:S:1:pos:R:3:mulliken_charge:R:1
C -0.03827 0.76000 2.15759 -0.0733
C -0.10763 0.19918 0.86352 0.6467
C 1.15212 -0.61415 0.17889 -0.5858
C 0.52359 -0.81634 -1.16228 -0.7154
C -0.75406 0.02822 -0.99527 0.1080
C -0.34739 1.20205 -0.25309 -1.0656
H 1.28394 -1.51961 0.75903 0.3705
H 2.05285 0.08835 0.11999 0.3003
H 0.34495 -1.89739 -1.33156 0.3194
H 1.15886 -0.35201 -1.84529 0.3472
H -1.55767 -0.04033 -1.79796 0.3830
H 0.34052 1.81026 -0.67536 0.4256
H -1.25185 1.68270 -0.06266 0.3788
H -1.42703 -1.35943 0.47922 0.2181
N -0.03320 1.23653 3.24536 -0.5272
N -1.33971 -0.40802 0.31987 -0.5301
```

ΔE to the lowest compared entry with this formula, charge and spin in kJ/mol: 235.11
Maximum force in eV/A: 5.76
Charge: 0
Lowest unoccupied orbital energy in hartree: 0.0299
E_HOMO in eV: -10.11
E in a.u.: -342.84438
HOMO-LUMO gap in eV: 10.9

[8]
Here is a structure of composition C6H8N2 at a distorted geometry from the OMol25 dataset. Energies are from ωB97M-V/def2-TZVPD.

Structure (XYZ):
```
16
Properties=species:S:1:pos:R:3:mulliken_charge:R:1
C 1.71125 0.34496 0.07044 0.1702
C -0.70021 0.38228 1.08663 0.0288
C -1.66358 0.96003 0.01895 -0.7670
C -0.66247 0.18534 -0.88696 -0.4569
C -0.75887 -1.29166 -0.38894 -0.5081
C -0.69312 -1.15590 0.94757 -0.3954
H 1.95147 -0.42268 -1.70453 0.2376
H 2.16150 0.51405 1.10764 0.2900
H -0.69919 0.81831 2.13763 0.3709
H -1.43436 1.99312 -0.05814 0.3494
H -2.75346 0.71242 -0.14177 0.3053
H -0.50872 0.30277 -1.89048 0.5832
H -1.00539 -2.12662 -1.01693 0.4207
H -0.70700 -1.89522 1.84727 0.3147
N 2.38734 -0.22991 -0.82554 -0.6278
N 0.41226 0.73757 0.05885 -0.3155
```

ΔE to the lowest compared entry with this formula, charge and spin in kJ/mol: 327.67
Maximum force in eV/A: 2.98
Charge: 0
Lowest unoccupied orbital energy in hartree: 0.0364
E_HOMO in eV: -8.84
E in a.u.: -342.80913
HOMO-LUMO gap in eV: 9.8

[9]
Here is an isolated molecule of C6H8N2 at a distorted geometry from the OMol25 dataset. Energies are from ωB97M-V/def2-TZVPD.

Structure (XYZ):
```
16
Properties=species:S:1:pos:R:3:mulliken_charge:R:1
C -1.67156 0.12336 0.50740 -0.3507
C -1.18297 -0.50009 -0.52513 -0.3005
C 0.11168 -1.21802 -0.63748 0.0961
C 0.99444 -0.63375 -1.79573 -0.6121
N 1.22349 -0.40611 -0.31386 -0.1429
N 1.09059 0.91776 0.13815 -0.5147
C 0.29134 1.27427 1.04133 0.0129
C -0.73468 0.35372 1.67848 -0.4494
H -2.60688 0.85616 0.42699 0.2392
H -1.67714 -0.45164 -1.71109 0.2235
H 0.28449 -2.33708 -0.60461 0.3284
H 1.84631 -1.08879 -2.16193 0.3461
H 0.36416 0.13597 -2.33003 0.2515
H 0.31988 2.35318 1.30653 0.3621
H -1.18458 1.17969 2.49323 0.2353
H -0.39432 -0.62589 2.19759 0.2752
```

ΔE to the lowest compared entry with this formula, charge and spin in kJ/mol: 498.57
Maximum force in eV/A: 6.23
Structure (SMILES): C1=C[C@H]2CN2N=CC1
Charge: 0
Lowest unoccupied orbital energy in hartree: 0.0358
E_HOMO in eV: -8.61
E in a.u.: -342.74404
HOMO-LUMO gap in eV: 9.6

[10]
Here is an isolated molecule of C6H8N2 at a distorted geometry from the OMol25 dataset. Energies are from ωB97M-V/def2-TZVPD.

Structure (XYZ):
```
16
Properties=species:S:1:pos:R:3:mulliken_charge:R:1
N -3.25740 -0.61925 -0.59282 -0.5098
C -2.25529 -0.32260 -0.17120 0.2678
C -0.99797 0.02330 -0.01538 0.3120
C -0.05640 -0.93076 0.89158 -0.5089
N 0.91013 -1.28012 -0.17713 -0.3245
C 1.26397 -0.13855 -0.90767 -0.5267
C 0.01326 0.85710 -0.92685 -0.2875
C -0.32494 1.43510 0.60947 -0.6074
H 0.41947 -0.03038 1.63742 0.0025
H -0.54163 -1.79069 1.25270 0.5057
H 1.61147 -1.83227 0.06942 0.1562
H 1.63296 -0.67642 -1.79406 0.3582
H 2.10519 0.46464 -0.36673 0.2282
H -0.27001 1.27763 -1.84884 0.4219
H 0.41698 1.06014 1.39842 0.2171
H -0.66979 2.50312 0.94168 0.2952
```

ΔE to the lowest compared entry with this formula, charge and spin in kJ/mol: 541.46
Maximum force in eV/A: 9.81
Structure (SMILES): N#C[C@@]12CNC[C@@H]1C2
Charge: 0
Lowest unoccupied orbital energy in hartree: 0.0303
E_HOMO in eV: -8.87
E in a.u.: -342.72770
HOMO-LUMO gap in eV: 9.7

[11]
Here is an isolated molecule of C6H8N2 at a distorted geometry from the OMol25 dataset. Energies are from ωB97M-V/def2-TZVPD.

Structure (XYZ):
```
16
Properties=species:S:1:pos:R:3:mulliken_charge:R:1
H -2.18478 -0.06622 -2.53708 0.2652
N -2.46288 0.62174 -1.91491 -0.6422
C -1.62365 0.90869 -1.00099 0.2458
N -0.46210 0.17385 -0.71377 -0.5679
C 0.38279 0.93715 0.17510 -0.0024
C 1.83292 0.42681 0.27473 -0.7698
C 1.87471 -0.86895 0.51432 -0.3125
C 0.43843 -1.30229 0.88969 -1.1583
C -0.41581 -0.16976 0.64709 0.1677
H -1.72367 1.81625 -0.28006 0.2717
H 0.25920 1.96953 0.33026 0.4098
H 2.60694 1.03947 -0.08837 0.4492
H 2.58678 -1.67680 0.27666 0.3447
H -0.03304 -2.10865 0.44649 0.4216
H 0.34311 -1.56733 1.93563 0.4028
H -1.41896 -0.13347 1.04520 0.4746
```

ΔE to the lowest compared entry with this formula, charge and spin in kJ/mol: 300.68
Maximum force in eV/A: 3.95
Structure (SMILES): [H]/N=C\N1[C@@H]2C=CC[C@@H]21
Charge: 0
Lowest unoccupied orbital energy in hartree: 0.0404
E_HOMO in eV: -9.50
E in a.u.: -342.81941
HOMO-LUMO gap in eV: 10.6

[12]
Here is an isolated molecule of C6H8N2 at a distorted geometry from the OMol25 dataset. Energies are from ωB97M-V/def2-TZVPD.

Structure (XYZ):
```
16
Properties=species:S:1:pos:R:3:mulliken_charge:R:1
C -0.81884 1.96974 0.24495 -1.0900
C -0.92461 0.65943 0.21138 0.2506
C -2.13481 -0.05987 0.05578 0.1095
N -3.11660 -0.63678 -0.09807 -0.4488
C 0.39796 -0.06979 0.08454 1.0191
N 1.71706 0.91184 -0.43047 -0.7367
C 0.58029 -1.25084 0.93327 -0.5569
C 0.37477 -1.36762 -0.55692 -0.9065
H 0.03566 2.51918 0.08081 0.4474
H -1.70837 2.57039 0.28776 0.3142
H 1.21174 1.41339 -1.13736 0.2895
H 2.21303 0.10383 -0.70685 0.3140
H 0.01259 -1.66846 1.76185 0.2604
H 1.65113 -1.57699 1.22700 0.2321
H 1.13422 -1.65433 -1.24582 0.2765
H -0.62522 -1.86314 -0.71186 0.2255
```

ΔE to the lowest compared entry with this formula, charge and spin in kJ/mol: 336.07
Maximum force in eV/A: 5.70
Structure (SMILES): C=C(C#N)C1(N)CC1
Charge: 0
Lowest unoccupied orbital energy in hartree: 0.0178
E_HOMO in eV: -10.09
E in a.u.: -342.80593
HOMO-LUMO gap in eV: 10.6